{"formula": "C10H20Cl10F4MgN2O8S4", "method": "ωB97M-V/def2-TZVPD", "homo_energy_ev": -10.499, "e_tot_ev": -214933.1612, "e_lumo_ev": -2.667, "de_lowest_kj_mol": 0.0, "orbital_gap_ev": 7.83, "symbols": ["Mg", "N", "S", "O", "O", "F", "S", "O", "O", "F", "N", "S", "O", "O", "F", "S", "O", "O", "F", "Cl", "C", "C", "Cl", "H", "H", "H", "H", "Cl", "C", "C", "Cl", "H", "H", "H", "H", "Cl", "C", "C", "Cl", "H", "H", "H", "H", "Cl", "C", "C", "Cl", "H", "H", "H", "H", "Cl", "C", "C", "Cl", "H", "H", "H", "H"], "coordinates": [[2.678514, -0.119041, 0.743428], [2.912146, -0.115652, 2.597205], [2.018510, -0.656593, 3.764188], [1.068325, 0.269442, 4.301688], [2.640641, -1.576405, 4.677579], [1.192466, -1.597693, 2.739908], [4.134244, 0.519718, 3.593706], [5.259828, -0.384965, 3.618211], [3.698612, 1.242591, 4.749655], [4.657865, 1.574073, 2.527182], [1.265016, 0.398634, -0.289807], [1.008080, 0.750318, -1.960169], [0.877580, 2.144900, -2.267802], [0.282833, -0.169295, -2.770767], [2.560412, 0.450634, -2.227876], [-0.238979, 0.837535, 0.023225], [-1.274553, 0.063901, -0.608808], [-0.461160, 2.241511, 0.169632], [-0.279962, 0.291097, 1.525731], [-4.707320, -0.160699, -4.010080], [-3.410148, -0.491893, -2.818787], [-2.690563, -1.778749, -3.049489], [-3.707563, -3.232870, -2.876869], [-3.832060, -0.534225, -1.813025], [-2.775675, 0.390701, -2.853257], [-1.847667, -1.925658, -2.378965], [-2.414745, -1.788423, -4.104884], [2.976158, -2.426779, -2.590643], [1.596042, -3.362801, -3.203143], [1.892288, -4.128939, -4.484269], [3.299399, -5.194657, -4.322764], [0.769497, -2.681483, -3.414892], [1.189108, -3.952287, -2.384721], [2.125264, -3.400630, -5.259362], [1.052265, -4.736964, -4.810817], [-0.200360, 5.818749, 1.848544], [1.231880, 4.774508, 2.125115], [1.936193, 4.528413, 0.820309], [3.472273, 3.656458, 1.082512], [0.875440, 3.881256, 2.630113], [1.888421, 5.391859, 2.733943], [2.145863, 5.423688, 0.233949], [1.376055, 3.983217, 0.058476], [-2.600986, 3.264930, 2.962333], [-3.241031, 2.470764, 1.523816], [-3.232102, 3.455874, 0.352364], [-3.613827, 2.616942, -1.163911], [-4.268843, 2.174909, 1.735973], [-2.721684, 1.529878, 1.356277], [-2.237492, 3.883443, 0.260565], [-3.971437, 4.200035, 0.640467], [0.215199, -2.824317, -0.087056], [-0.647318, -3.890433, 1.082050], [-1.855247, -3.171462, 1.696855], [-3.155491, -2.785494, 0.570591], [0.017729, -4.322430, 1.823992], [-1.080351, -4.699071, 0.494278], [-1.555368, -2.281352, 2.248051], [-2.292218, -3.838720, 2.440252]], "forces_ev_per_a": [[1.2, -0.6, -0.1], [2.7, 1.8, 2.6], [-5.1, -3.0, 2.5], [0.9, -0.5, -1.0], [0.1, 1.0, -1.3], [0.0, 0.1, 0.3], [4.5, 0.4, -0.8], [-1.9, 0.8, 0.4], [0.0, -0.9, -1.5], [-0.6, 0.0, 0.2], [-3.5, 1.4, -4.1], [3.7, 0.6, -3.8], [-0.1, -1.2, 1.1], [0.6, -0.1, 1.2], [-0.3, 0.1, 0.0], [-5.0, 0.2, 5.0], [1.5, 0.6, 0.0], [0.9, -0.7, -0.2], [0.5, 0.2, -0.4], [0.1, -0.2, 0.2], [-0.5, 0.3, 1.1], [0.2, -0.2, -1.3], [-0.3, -0.1, 0.2], [-0.3, 0.3, -0.2], [0.4, -0.3, -0.1], [0.0, 0.3, 0.0], [0.5, -0.2, 0.2], [0.0, -0.1, 0.0], [-1.2, -0.3, -0.1], [0.4, 0.6, 0.3], [0.1, -0.2, 0.0], [0.3, 0.4, -0.1], [0.5, -0.4, 0.0], [0.0, -0.1, -0.1], [-0.1, 0.1, 0.2], [0.0, -0.1, -0.2], [0.0, 0.8, -0.1], [-0.4, 0.0, -1.6], [-0.1, -0.1, 0.0], [0.2, -0.1, 0.0], [0.0, -0.4, 0.4], [0.3, 0.4, 0.7], [-0.3, -0.5, 0.6], [0.2, 0.1, 0.3], [-0.7, -0.6, -0.5], [0.5, -0.5, 1.1], [-0.3, 0.2, 0.0], [0.0, 0.2, 0.1], [0.3, 0.3, -0.1], [-0.2, 0.2, -0.1], [0.0, 0.2, -0.7], [0.1, -0.2, 0.4], [-1.5, 0.1, -0.5], [0.7, -0.2, 1.0], [0.2, 0.1, -0.3], [0.2, 0.4, 0.0], [0.4, -0.1, -0.2], [0.0, 0.2, -0.3], [0.1, -0.1, -0.1]], "lowdin_charge": [0.9249, -0.3760, 0.4892, -0.2181, -0.2183, -0.2198, 0.5855, -0.2349, -0.1993, -0.2400, -0.3529, 0.5597, -0.2005, -0.2253, -0.2346, 0.4340, -0.2697, -0.2404, -0.1737, 0.5462, -0.6975, -0.6814, 0.5287, 0.0552, 0.0359, 0.0304, 0.0639, 0.5814, -0.6717, -0.6485, 0.5447, 0.0571, 0.0289, 0.0707, 0.0776, 0.5577, -0.6303, -0.6572, 0.6163, 0.0681, 0.0670, 0.0753, 0.0457, 0.5824, -0.6839, -0.6612, 0.6202, 0.0723, 0.0367, 0.0292, 0.0759, 0.6270, -0.5700, -0.6639, 0.5960, 0.0816, 0.0686, 0.0609, 0.0741]}